[1]
This record from the Open Molecules 2025 dataset describes a molecular structure, C5H6CdN2O4 in a non-equilibrium geometry. The level of theory is wB97M-V/def2-TZVPD.

- LUMO energy: -9.15 eV
- HOMO-LUMO gap: 7.72 eV
- Charge: +2

Geometry (Å):
O 0.070 3.445 -3.171
C 0.051 2.327 -2.957
Cd 0.090 -0.231 -2.132
C 1.960 -1.079 -2.883
C -1.831 -1.064 -2.738
O 2.943 -1.611 -3.158
O -2.809 -1.599 -3.027
C 1.229 0.659 2.698
N -0.011 0.005 2.320
C -0.392 -0.204 1.053
N -1.578 -0.848 0.867
O 0.331 0.184 0.079
H 1.783 0.952 1.803
H 1.847 -0.020 3.295
H 1.017 1.550 3.297
H -0.637 -0.333 3.043
H -1.938 -1.014 -0.060
H -2.124 -1.120 1.675



[2]
This record from the Open Molecules 2025 dataset describes a molecular structure, C28H42CsNS4Si4. The level of theory is wB97M-V/def2-TZVPD.

- LUMO energy: 3.70 eV
- HOMO-LUMO gap: 5.22 eV
- Charge: -2
- Relative energy (zero: lowest compared OMol25 entry of this formula, charge and spin): 0.0 kcal/mol

Geometry (Å):
Cs -1.252 0.345 -1.716
S -4.023 -1.882 -0.918
C -5.153 -0.698 -0.347
C -6.495 -0.720 -0.787
C -7.434 0.199 -0.368
C -7.090 1.199 0.539
C -5.789 1.240 1.009
C -4.831 0.324 0.577
S -3.182 0.582 1.189
C -2.822 -0.976 2.044
C -1.743 -1.865 1.482
C -1.828 -3.239 1.698
C -0.766 -4.038 1.327
C 0.355 -3.448 0.766
C 0.361 -2.073 0.576
C 1.565 -1.386 -0.002
S 1.610 -1.608 -1.819
C 2.925 -0.466 -2.211
C 4.156 -0.675 -1.592
C 5.220 0.183 -1.790
C 5.043 1.265 -2.650
C 3.838 1.457 -3.291
C 2.726 0.604 -3.107
S 1.255 0.926 -3.980
N -0.679 -1.302 0.916
H -6.768 -1.494 -1.494
H -8.448 0.137 -0.750
H -7.820 1.923 0.879
H -5.490 1.994 1.728
H -3.755 -1.531 2.121
H -2.510 -0.691 3.054
H -2.726 -3.658 2.132
H -0.807 -5.110 1.476
H 1.219 -4.032 0.474
H 2.471 -1.801 0.440
H 1.538 -0.322 0.239
H 4.271 -1.528 -0.933
H 6.159 0.021 -1.276
H 5.853 1.967 -2.815
H 3.708 2.294 -3.965
C 3.135 4.941 1.942
Si 1.749 3.953 2.786
C 1.606 4.724 4.523
C 0.153 4.487 1.910
Si 2.073 1.655 2.541
Si 0.876 0.950 4.420
C 0.663 -0.939 4.409
C -0.884 1.659 4.437
C 1.537 1.315 6.171
Si 4.217 1.505 3.452
C 4.764 2.676 4.854
C 4.556 -0.235 4.145
C 5.532 1.754 2.107
H 2.900 6.010 1.919
H 3.276 4.598 0.914
H 4.085 4.815 2.467
H 1.490 5.812 4.453
H 2.490 4.512 5.125
H 0.738 4.329 5.056
H -0.027 5.562 2.011
H -0.711 3.955 2.316
H 0.215 4.246 0.846
H 0.183 -1.261 3.484
H 0.057 -1.283 5.254
H 1.634 -1.437 4.463
H -1.383 1.513 3.476
H -0.873 2.734 4.634
H -1.491 1.182 5.214
H 2.506 0.838 6.334
H 0.842 0.934 6.928
H 1.663 2.388 6.332
H 4.104 2.601 5.719
H 4.755 3.715 4.515
H 5.784 2.438 5.178
H 3.946 -0.438 5.027
H 5.609 -0.346 4.428
H 4.321 -0.996 3.396
H 5.460 2.756 1.676
H 5.381 1.044 1.291
H 6.545 1.623 2.503